Entry P
Here is C3H6O as an isolated structure from OMol25. Energies are from ωB97M-V/def2-TZVPD.

Positions of all 10 atoms, in Å:
O  -0.0369  2.0616  1.4147
C  0.1641  1.1990  0.4997
C  -0.3349  -0.1386  0.4917
C  0.1763  -1.0690  -0.6642
H  0.9732  1.3455  -0.3615
H  -0.6513  -0.4666  1.4781
H  -0.9937  0.7757  0.0721
H  0.5082  -0.3669  -1.6209
H  -0.7161  -1.5541  -1.0532
H  0.9110  -1.7866  -0.2566

## Properties
Gap between HOMO and LUMO   10.260 eV
LUMO   0.90 eV
HOMO   -9.36 eV


Entry Q
Here is one molecule with the formula C3H6O from OMol25. Energies are from ωB97M-V/def2-TZVPD.

Positions of all 10 atoms, in Å:
O  -0.2918  0.8374  1.7494
C  0.7064  0.4947  1.1658
C  0.5478  -0.0586  -0.2735
C  -0.8878  -0.3911  -0.6866
H  1.6084  0.3837  1.7988
H  0.9412  0.7963  -0.8290
H  1.1689  -0.9266  -0.5029
H  -1.4996  0.5117  -0.4952
H  -0.9522  -0.4294  -1.7736
H  -1.3414  -1.2181  -0.1532

## Properties
Gap between HOMO and LUMO   10.868 eV
SMILES   CCC=O
LUMO   1.10 eV
HOMO   -9.77 eV


Entry R
Here is one molecule with the formula C3H6O from OMol25. Energies are from ωB97M-V/def2-TZVPD.

Positions of all 10 atoms, in Å:
O  0.9473  -0.0002  -1.4847
C  0.3342  -0.5417  -0.6037
C  -0.7807  0.1134  0.1594
C  -0.3472  0.3874  1.5923
H  0.5903  -1.5715  -0.2986
H  -1.6649  -0.5323  0.1693
H  -1.0670  1.0147  -0.3808
H  0.2508  -0.4063  2.0347
H  -1.1896  0.5802  2.2544
H  0.2663  1.2757  1.6513

## Properties
Gap between HOMO and LUMO   10.863 eV
SMILES   CCC=O
LUMO   1.01 eV
HOMO   -9.85 eV


Entry S
Here is a 2-piece molecular cluster, C3H6O overall from OMol25. Energies are from ωB97M-V/def2-TZVPD.

Positions of all 10 atoms, in Å:
C  0.5939  0.6576  -0.5299
C  0.6035  0.9589  0.9956
C  -1.1037  -1.5146  -0.7620
O  1.2481  1.0669  -1.4743
H  -0.4139  0.7693  1.3236
H  1.3688  0.3608  1.4415
H  1.0144  2.0327  1.1114
H  -0.8825  -1.5899  0.3840
H  -0.4072  -1.6387  -1.5050
H  -2.0215  -1.1030  -0.9848

## Properties
Gap between HOMO and LUMO (alpha / beta)   8.330 / 8.828 eV
LUMO (alpha / beta)   0.45 / 0.29 eV
HOMO (alpha / beta)   -7.88 / -8.53 eV


entry R wins, 0.0118 hartree ahead of the next structure.


Entry P
Here is one molecule with the formula C3H6O from OMol25. Energies are from ωB97M-V/def2-TZVPD.

Positions of all 10 atoms, in Å:
C  -0.4145  0.1312  0.4928
C  0.4338  -0.9406  -0.1614
C  1.0780  0.2467  0.4664
H  -1.6051  0.0142  -1.1264
H  -0.9317  0.0281  1.4021
H  0.4327  -0.6886  -1.2157
H  0.5521  -2.0682  0.0973
H  2.0060  0.1587  1.2376
H  1.8417  0.9315  -0.0979
O  -1.1100  0.6251  -0.6354

## Properties
Gap between HOMO and LUMO   10.851 eV
SMILES   OC1CC1
LUMO   1.10 eV
HOMO   -9.75 eV


Entry Q
Here is one molecule with the formula C3H6O from OMol25. Energies are from ωB97M-V/def2-TZVPD.

Positions of all 10 atoms, in Å:
C  -1.3712  0.2503  0.2068
C  -0.0021  -0.2122  -0.3923
C  1.5969  -0.0439  -0.0384
O  0.7106  -0.9274  0.5584
H  -1.6697  -0.4606  1.0022
H  -2.2007  0.2298  -0.5192
H  -1.3725  1.2369  0.6733
H  -0.0330  -0.4514  -1.4471
H  2.5355  -0.5964  -0.2935
H  1.8061  0.9749  0.2497

## Properties
Gap between HOMO and LUMO   10.493 eV
SMILES   C[C@H]1CO1
LUMO   1.18 eV
HOMO   -9.31 eV


entry Q wins, 0.0072 hartree ahead of the next structure.


Entry P
Here is one molecule with the formula C3H9NOS from OMol25. Energies are from ωB97M-V/def2-TZVPD.

Positions of all 15 atoms, in Å:
C  -0.1201  0.0232  -0.0606
C  1.1791  -0.7351  -0.4060
S  1.9202  -1.3974  1.2546
N  -0.7039  0.6154  -1.2924
C  -1.5526  1.6744  -0.8605
O  -2.6721  1.2595  0.0171
H  -0.9238  -0.6848  0.3161
H  0.0525  0.6718  0.7438
H  1.9132  -0.0696  -0.9917
H  0.9550  -1.7878  -0.8090
H  3.1233  -1.2458  0.6301
H  -1.3522  -0.0685  -1.8189
H  -1.0045  2.4221  -0.2186
H  -1.9487  2.2504  -1.7996
H  -2.2728  0.7120  0.7473

## Properties
Gap between HOMO and LUMO   10.026 eV
SMILES   OCNCCS
LUMO   0.80 eV
HOMO   -9.22 eV


Entry Q
Here is a 2-piece molecular cluster, C3H9NOS overall from OMol25. Energies are from ωB97M-V/def2-TZVPD.

Positions of all 15 atoms, in Å:
C  -2.0130  -1.1097  0.2440
C  -0.6582  -0.5638  -0.0993
C  -0.7356  0.9068  0.3636
N  2.4546  0.7743  -0.5213
O  0.1262  1.7536  0.3152
S  2.4324  -0.9740  0.1786
H  -2.1294  -1.0350  1.2619
H  -2.0108  -2.1112  -0.0778
H  -2.6835  -0.6460  -0.3899
H  -0.3071  -0.5794  -1.1926
H  0.1922  -0.9649  0.5922
H  -1.6815  1.2063  1.0303
H  3.2577  1.2149  -0.1222
H  1.5567  1.3755  -0.0826
H  2.1993  0.7525  -1.4999

## Properties
Gap between HOMO and LUMO   8.034 eV
SMILES   [NH3+][S-].CCC=O
LUMO   0.54 eV
HOMO   -7.49 eV


entry P wins, 0.0361 hartree ahead of the next structure.


Entry P
Here is a 3-piece molecular cluster, C3H9NOS overall from OMol25. Energies are from ωB97M-V/def2-TZVPD.

Positions of all 15 atoms, in Å:
C  -0.4799  -1.4078  0.0445
C  -0.8001  1.2280  -0.2197
C  0.0876  0.0197  0.3266
N  2.2326  1.3119  0.3577
O  2.2647  -1.2496  -0.6188
S  1.7447  0.0846  -0.2783
H  -0.7392  -1.3706  -1.0063
H  0.5069  -1.8750  0.0707
H  -1.0264  -1.7997  0.9005
H  -0.5384  0.8647  -1.1738
H  -0.2738  2.1720  -0.1294
H  -1.8865  0.9895  -0.1256
H  -0.3020  -0.3596  2.9328
H  3.2563  1.4091  0.6026
H  -1.2099  -0.1270  2.7414

## Properties
Gap between HOMO and LUMO (alpha / beta)   7.422 / 7.837 eV
LUMO (alpha / beta)   -0.43 / -0.43 eV
HOMO (alpha / beta)   -7.85 / -8.27 eV


Entry Q
Here is C3H9NOS as an isolated structure from OMol25. Energies are from ωB97M-V/def2-TZVPD.

Positions of all 15 atoms, in Å:
C  -2.1013  0.1186  0.3104
O  -2.2274  1.3393  -0.4266
C  -0.6333  -0.2533  0.3235
C  -0.4597  -1.7693  0.3970
S  2.6373  0.3042  0.0872
N  0.0401  0.2310  -0.8707
H  -2.6066  -0.6451  -0.2830
H  -2.5002  0.2681  1.3036
H  -3.0839  1.7519  -0.2750
H  -0.1274  0.1855  1.1969
H  0.5914  -2.0412  0.4735
H  -1.0217  -2.1974  1.2223
H  -0.8364  -2.1739  -0.5511
H  1.0558  0.1120  -0.8047
H  -0.1904  1.1855  -1.1194

## Properties
Gap between HOMO and LUMO   6.421 eV
LUMO   -2.96 eV
HOMO   -9.38 eV


Entry R
Here is one molecule with the formula C3H9NOS from OMol25. Energies are from ωB97M-V/def2-TZVPD.

Positions of all 15 atoms, in Å:
C  -0.7590  -1.1350  1.5138
C  -0.2916  -0.7955  -1.7185
C  1.4981  1.1142  0.5513
N  -0.7730  0.2744  -0.9230
O  -1.3360  1.5642  1.2053
S  -0.4487  0.4336  0.7473
H  -1.0078  -0.8213  2.5278
H  0.0274  -1.9063  1.3369
H  0.8047  -0.9069  -1.5547
H  -0.7633  -1.7241  -1.2710
H  -0.6240  -0.4918  -2.7417
H  1.9352  0.2309  0.0954
H  1.4460  1.9493  -0.1982
H  1.9775  1.3885  1.6246
H  -1.6857  0.8259  -1.1953

## Properties
Gap between HOMO and LUMO   8.642 eV
SMILES   C=[S@](C)(=O)NC
LUMO   0.62 eV
HOMO   -8.02 eV


entry Q wins, 0.0287 hartree ahead of the next structure.


Entry P
Here is one molecule with the formula C3H9NOS from OMol25. Energies are from ωB97M-V/def2-TZVPD.

Positions of all 15 atoms, in Å:
C  0.8503  -0.4481  -1.5546
O  0.6813  -1.7238  -2.1069
C  -0.0500  -0.2267  -0.3628
C  0.4056  0.9980  0.4722
S  -0.8766  1.5655  1.6152
N  -0.1161  -1.4286  0.5366
H  1.8933  -0.6254  -1.2000
H  0.5339  0.1387  -2.4867
H  0.4331  -1.7058  -2.9913
H  -0.9620  -0.0702  -0.7752
H  0.7474  1.8372  -0.1434
H  1.2566  0.5740  0.9964
H  -1.6935  0.5399  1.8907
H  0.7608  -1.8552  0.4452
H  -0.8161  -2.0307  0.1924

## Properties
Gap between HOMO and LUMO   9.497 eV
SMILES   N[C@H](CO)CS
LUMO   0.70 eV
HOMO   -8.80 eV


Entry Q
Here is a 3-piece molecular cluster, C3H9NOS overall from OMol25. Energies are from ωB97M-V/def2-TZVPD.

Positions of all 15 atoms, in Å:
C  0.3974  1.4435  1.0376
C  1.0817  0.7428  -0.1408
S  0.7818  1.5111  -1.6680
N  -0.3828  -1.4763  -2.1353
C  -1.0008  -1.3474  -1.0680
O  -0.5408  -1.0215  1.5332
H  0.3289  0.7318  1.8395
H  0.8476  2.3876  1.3509
H  0.5287  -0.2382  -0.1858
H  2.1240  0.4700  0.0174
H  -0.1970  -0.4870  -2.4003
H  -0.6529  1.6198  0.7751
H  -0.9334  -2.1018  -0.2553
H  -1.5749  -0.4706  -0.8267
H  -0.8075  -1.7637  2.1266

## Properties
Gap between HOMO and LUMO   4.376 eV
LUMO   -4.51 eV
HOMO   -8.88 eV


entry P wins, 0.2215 hartree ahead of the next structure.


Entry P
Here is a 2-piece molecular cluster, C5H8O4 overall from OMol25. Energies are from ωB97M-V/def2-TZVPD.

Positions of all 17 atoms, in Å:
C  2.4172  -0.2975  -1.7013
C  1.4027  -1.0058  -2.7473
O  1.7661  -2.1519  -3.0691
O  0.3184  -0.4428  -3.0439
H  3.4077  -0.6356  -2.0337
H  1.9422  -0.6239  -0.7862
H  2.5394  0.7993  -1.7774
C  -1.2600  0.3173  0.8863
C  -2.5311  0.0896  1.7882
C  -0.0998  0.8585  1.8454
O  -0.4980  1.7450  2.6744
O  1.0741  0.6336  1.5234
H  -0.8137  -0.5267  0.3399
H  -1.2897  1.0962  0.0964
H  -2.6648  -0.9904  1.9400
H  -3.4724  0.4525  1.3851
H  -2.2383  0.6825  2.6798

## Properties
Gap between HOMO and LUMO   7.560 eV
Net charge   -2
LUMO   6.48 eV
HOMO   -1.08 eV


Entry Q
Here is a 2-piece molecular cluster, C5H8O4 overall from OMol25. Energies are from ωB97M-V/def2-TZVPD.

Positions of all 17 atoms, in Å:
C  0.1698  1.2990  -1.0734
C  0.5611  2.7177  -0.8677
O  0.7911  2.8149  0.3665
O  0.7814  3.4954  -1.8093
H  0.6752  1.0161  -1.9922
H  -0.9217  1.2235  -1.0010
H  0.6356  0.8127  -0.2477
C  -0.1983  -1.0094  1.2579
C  0.7763  -1.3172  0.1003
C  -1.6086  -1.6446  0.9155
O  -2.0969  -1.6615  -0.2488
O  -2.1794  -2.1814  1.8897
H  0.1166  -1.4518  2.1603
H  -0.5210  0.0024  1.4927
H  1.7376  -0.9224  0.1468
H  0.4978  -0.8541  -0.9074
H  0.7833  -2.3393  -0.1823

## Properties
Gap between HOMO and LUMO   7.496 eV
Net charge   -2
LUMO   6.64 eV
HOMO   -0.85 eV


entry P wins, 0.0196 hartree ahead of the next structure.